{"formula": "C4H7O2P", "method": "the ωB97M-V functional and the def2-TZVPD basis", "largest_force_ev_per_a": 5.69, "total_charge": 0, "e_homo_ev": -8.08, "symbols": ["C", "C", "C", "C", "O", "O", "P", "H", "H", "H", "H", "H", "H", "H"], "coordinates": [[-2.249, 2.072, 1.004], [-1.216, 1.780, 0.484], [1.177, -1.010, -1.422], [0.127, 1.500, 0.121], [-0.504, -2.213, 0.210], [0.624, 0.006, 1.038], [0.868, -1.371, 0.273], [-3.179, 2.522, 1.194], [2.040, -0.505, -1.549], [1.035, -2.016, -2.021], [0.809, 2.113, 0.523], [0.151, 1.118, -0.860], [-1.046, -1.905, -0.484], [1.362, -2.090, 1.489]]}

{"formula": "C4H7O2P", "method": "the ωB97M-V functional and the def2-TZVPD basis", "largest_force_ev_per_a": 5.11, "total_charge": 0, "e_homo_ev": -10.59, "symbols": ["C", "C", "C", "C", "O", "O", "P", "H", "H", "H", "H", "H", "H", "H"], "coordinates": [[-0.586, -0.472, 0.584], [-0.384, 0.978, 0.177], [0.612, -1.227, 0.056], [0.457, 1.400, -0.790], [2.905, -0.323, -0.936], [2.280, 0.591, 1.410], [1.992, -0.072, 0.170], [-0.555, -0.319, 1.702], [-1.416, -0.769, 0.075], [0.744, 0.916, -1.646], [-0.671, 1.667, 0.810], [0.711, -2.105, 0.626], [0.450, -1.407, -1.093], [0.734, 2.390, -0.993]]}

{"formula": "C4H7O2S", "method": "the ωB97M-V functional and the def2-TZVPD basis", "largest_force_ev_per_a": 3.54, "total_charge": -1, "e_homo_ev": -2.90, "symbols": ["C", "C", "C", "C", "O", "O", "S", "H", "H", "H", "H", "H", "H", "H"], "coordinates": [[-0.176, 1.333, 0.281], [-0.298, -0.002, -0.513], [0.571, -0.014, 0.754], [-1.658, -0.788, -0.422], [2.646, -1.376, -0.114], [2.493, 0.880, -0.846], [2.421, 0.029, 0.320], [0.169, 2.320, -0.057], [-0.987, 1.394, 1.024], [0.359, -0.093, -1.370], [0.461, -0.573, 1.685], [-1.981, -0.577, 0.698], [-1.412, -1.908, -0.489], [-2.605, -0.624, -0.950]]}

{"formula": "C4H7O2Sc", "method": "the ωB97M-V functional and the def2-TZVPD basis", "largest_force_ev_per_a": 3.84, "spin_multiplicity": 2, "total_charge": 1, "s_squared": 0.75, "e_homo_ev": [-11.88, -11.89], "symbols": ["O", "C", "C", "H", "H", "H", "Sc", "C", "C", "O", "H", "H", "H", "H"], "coordinates": [[-0.729, -1.533, 1.025], [0.500, -1.659, 0.632], [1.513, -0.738, 0.716], [2.375, -0.821, 0.051], [0.664, -2.484, -0.087], [1.646, -0.251, 1.686], [-2.525, -1.136, 0.155], [-0.616, 1.770, -0.456], [-0.555, 0.647, -1.243], [-0.152, 1.944, 0.801], [-1.342, 2.552, -0.710], [0.006, -0.240, -1.542], [-1.197, 0.739, -2.126], [0.413, 1.209, 1.099]]}